[1]
{"formula": "C3H9N4O3", "method": "wB97M-V/def2-TZVPD", "charge": 1, "total_energy_ev": -15349.420, "homo_lumo_gap_ha": 0.3401, "de_lowest_ev": 1.623, "homo_energy_ev": -14.2, "elements": ["C", "C", "C", "N", "N", "N", "N", "O", "O", "O", "H", "H", "H", "H", "H", "H", "H", "H", "H"], "positions_angstrom": [[1.38914, 0.85105, 0.09139], [-1.49076, -1.13702, -1.28416], [-0.66987, -0.17733, -0.54864], [2.71098, 0.78902, -0.11299], [0.68269, 1.60195, 0.81578], [-1.40108, 0.95939, 0.09292], [0.61831, -0.10503, -0.65200], [-1.92875, 0.86354, 1.14847], [-1.52210, 1.78737, -0.77506], [-0.44522, -1.39536, 1.60764], [-2.43444, -0.69032, -1.60093], [-0.97023, -1.55931, -2.14291], [-1.75240, -1.96138, -0.61253], [3.30904, 1.44534, 0.36115], [3.14946, 0.11323, -0.71434], [1.12410, 2.31782, 1.37175], [-0.76769, -0.70707, 2.20322], [1.11321, -0.76500, -1.25018], [-0.71439, -2.23092, 2.00141]], "forces_ev_per_angstrom": [[-0.339, 0.992, 0.942], [-0.504, -0.543, -0.053], [0.851, 0.059, -0.306], [0.388, -0.201, -0.254], [0.641, -0.182, 0.017], [-0.309, -0.617, -0.804], [-0.302, -0.249, -0.178], [-0.421, 0.094, 0.495], [-0.319, 0.385, -0.112], [0.073, 0.005, -0.010], [0.145, 0.119, -0.019], [0.065, 0.115, 0.028], [0.085, 0.124, 0.050], [-0.025, -0.055, -0.025], [0.023, 0.033, 0.017], [0.344, 0.033, -0.016], [-0.029, -0.069, 0.047], [-0.360, 0.017, 0.111], [-0.007, -0.061, 0.075]], "nbo_charge": [0.58, -0.73, 0.66, -0.79, -0.72, 0.52, -0.51, -0.29, -0.30, -0.97, 0.29, 0.26, 0.30, 0.43, 0.41, 0.40, 0.50, 0.44, 0.50]}

=====

[2]
{"formula": "CH3ClN2O2", "method": "wB97M-V/def2-TZVPD", "charge": 0, "total_energy_ev": -20678.000, "homo_lumo_gap_ha": [0.2777, 0.2774], "de_lowest_ev": 2.965, "homo_energy_ev": [-8.8, -8.7], "elements": ["C", "N", "N", "O", "O", "Cl", "H", "H", "H"], "positions_angstrom": [[-0.66024, -0.87217, -0.63367], [0.56983, 1.83311, -0.39874], [-0.32352, 0.25044, 0.09847], [0.13316, 0.02928, 1.36749], [1.18827, 2.12798, 0.53960], [0.68552, -2.10820, -0.73977], [-1.47935, -1.40013, -0.13091], [-0.92824, -0.58742, -1.64777], [0.81458, 0.72711, 1.54529]], "forces_ev_per_angstrom": [[0.329, -0.707, -0.021], [0.151, -2.078, 1.786], [0.693, 3.966, 0.352], [0.254, -0.377, 0.075], [-1.228, -0.380, -1.734], [0.052, -0.113, -0.220], [0.164, 0.063, -0.189], [0.005, 0.063, 0.110], [-0.421, -0.438, -0.158]], "nbo_charge": [-0.22, 0.37, -0.15, -0.54, -0.23, -0.14, 0.22, 0.23, 0.46]}